# C26H42F2INO9

C26H42F2INO9 as an isolated structure at a distorted geometry (ωB97M-V/def2-TZVPD, the Open Molecules 2025 dataset).

Each line ends with the Löwdin charge.
Positions of all 81 atoms, in Å:
C  2.25324  -4.65976  3.74363  0.04
C  2.30437  -4.32469  2.35678  -0.09
C  2.06544  -3.76851  0.79757  -0.18
C  0.41532  -3.64687  0.55154  -0.17
C  -0.04365  -2.21642  -0.09496  -0.08
C  -1.24223  -1.35031  0.59447  -0.17
O  -2.13600  -2.11878  1.48186  -0.25
C  -2.72819  -3.32794  1.01191  -0.19
C  -2.77376  -4.45321  2.24945  -0.29
C  -3.35966  -5.92174  1.74258  -0.07
O  -3.65968  -3.82457  3.28537  -0.18
C  -0.43460  -0.45886  1.77469  -0.26
O  0.55345  -1.31078  2.53874  0.01
F  -1.39183  -0.23010  2.92739  -0.12
O  0.34861  0.63526  1.34842  -0.03
C  0.05113  1.33196  0.10995  -0.27
C  1.25232  1.06766  -0.93901  -0.08
C  1.20896  0.08605  -2.18942  -0.22
O  2.28002  0.55520  -3.14682  -0.16
C  0.42130  2.91674  0.55279  -0.09
C  1.93144  3.07381  1.18394  -0.16
C  2.88905  4.08524  0.25788  -0.15
C  4.07402  3.29668  -0.55457  -0.21
O  4.84289  2.32801  0.24161  -0.10
C  5.45202  1.35790  -0.69737  -0.28
C  6.28261  1.72610  -2.06185  -0.03
O  5.27741  0.03494  -0.44107  -0.04
C  -1.48961  1.09479  -0.28236  -0.13
C  -2.62312  1.96559  0.59658  -0.12
C  -2.64591  2.34350  2.01100  -0.02
C  -1.74520  1.87755  -1.74763  -0.08
O  -1.93166  3.35587  -1.53207  -0.14
C  -2.51224  3.87885  -2.80859  -0.27
C  -1.61056  4.34344  -4.10005  -0.02
O  -3.86003  3.98272  -2.85426  -0.01
N  -1.96430  -0.37071  -0.33205  -0.07
C  -3.50536  -0.45890  -0.26729  -0.10
F  -1.81673  -0.69968  -1.67094  0.01
H  1.93939  -5.08680  4.80274  0.05
H  2.58777  -4.48814  0.03593  0.11
H  2.61202  -2.73501  0.74969  0.11
H  0.14871  -4.53984  -0.19440  0.13
H  -0.05327  -3.82203  1.63331  0.11
H  -0.13785  -2.45236  -1.23566  0.12
H  0.94351  -1.54751  0.00097  0.11
H  -2.31060  -3.82222  0.03859  0.13
H  -3.88191  -3.11435  0.78458  0.13
H  -1.73858  -4.59863  2.77402  0.14
H  -2.75213  -6.80656  2.26212  0.09
H  -3.32403  -6.04567  0.55896  0.09
H  -4.48886  -6.10034  2.06740  0.09
H  -4.44719  -4.41404  3.47498  0.10
H  1.35057  -0.72737  2.78008  0.15
H  1.65953  2.09995  -1.39465  0.13
H  2.17635  0.70511  -0.26693  0.16
H  1.54937  -1.04612  -2.01455  0.13
H  0.26724  0.02955  -2.86717  0.11
H  2.14727  -0.08974  -3.92530  0.11
H  0.41482  3.60180  -0.42536  0.12
H  -0.29580  3.39737  1.30548  0.10
H  2.50318  2.07994  1.38635  0.11
H  1.83435  3.64241  2.22933  0.13
H  2.25333  4.77414  -0.45646  0.12
H  3.44266  4.83393  1.00483  0.12
H  4.85171  4.13331  -0.90179  0.14
H  3.73403  2.75365  -1.53355  0.11
H  7.07766  2.57701  -1.94961  0.10
H  5.48706  2.08604  -2.85899  0.09
H  6.76618  0.73959  -2.52818  0.11
H  -3.65299  2.27617  0.06422  0.15
H  -1.64577  2.35686  2.66295  0.09
H  -3.63235  2.58574  2.61439  0.08
H  -2.76474  1.56312  -2.25548  0.15
H  -0.89412  1.80353  -2.51060  0.12
H  -2.01253  3.80868  -5.07297  0.11
H  -0.44998  4.14187  -3.94145  0.09
H  -1.70344  5.52358  -4.22541  0.11
H  -3.75096  -1.51695  -0.76886  0.13
H  -3.95150  -0.43126  0.80101  -0.27
H  -4.02656  0.28955  -1.03804  0.13
I  -4.26086  -0.61400  2.69564  0.35

Calculated values
Net charge = 0
LUMO energy = -0.341 eV
Gap between HOMO and LUMO = 5.71 eV